No. 1
Below is 5 unconnected molecules or ions with the total composition C34H71Cl2O21P4S at a distorted geometry, with properties calculated with ωB97M-V/def2-TZVPD.

Values from the calculation:
Net charge   -1
Frontier orbital gap   4.756 eV
Calculated total energy   -5601.9563 hartree

```
133
Properties=species:S:1:pos:R:3:mulliken_charge:R:1
C -0.715 3.062 4.790 -0.37
C 0.162 2.958 3.982 -0.72
C 1.187 2.671 2.918 0.68
C 0.394 2.337 1.609 -1.34
C 0.007 0.835 1.497 -1.28
C 1.077 -0.108 0.879 0.30
C 2.451 0.627 0.720 -1.33
S 3.666 -0.512 0.023 1.54
O 4.345 -1.140 1.144 -0.59
O 4.628 0.291 -0.697 -0.86
O 3.048 -1.520 -1.056 -0.50
C 1.709 -1.994 -0.724 -0.64
C 1.913 -3.111 0.335 0.01
Cl 0.408 -3.906 0.936 -0.14
C 2.860 -4.265 -0.106 0.11
C 4.361 -4.001 0.082 -1.35
Cl 2.565 -4.856 -1.783 -0.19
C 0.697 -0.864 -0.423 2.45
C -0.803 -1.279 -0.514 -1.93
C -1.160 -2.035 -1.832 -0.42
C -1.598 -3.513 -1.631 -0.62
C -2.333 -4.039 -2.902 -0.97
C -1.257 -4.263 -3.999 0.00
C -1.662 -3.752 -5.414 -0.94
C -0.433 -3.228 -6.191 -0.56
C 0.787 -4.186 -6.213 -0.36
C 2.073 -3.446 -5.729 -1.07
C 0.828 0.176 -1.593 -0.17
O 1.211 -0.162 -2.728 -0.67
O 0.493 1.399 -1.403 -0.67
H -1.692 3.253 5.190 0.42
H 1.763 3.601 2.822 0.30
H 1.775 1.831 3.305 -0.20
H 0.843 2.744 0.699 0.34
H -0.566 2.865 1.723 0.70
H -0.155 0.521 2.545 0.35
H -0.978 0.815 1.029 0.41
H 1.284 -0.886 1.641 0.68
H 2.398 1.483 0.042 0.44
H 2.859 0.911 1.696 0.30
H 1.384 -2.488 -1.649 0.12
H 2.384 -2.672 1.227 0.27
H 2.612 -5.103 0.557 0.56
H 4.622 -3.746 1.117 0.26
H 4.889 -4.940 -0.151 0.47
H 4.739 -3.254 -0.621 0.27
H -1.167 -1.783 0.389 0.70
H -1.358 -0.333 -0.595 0.37
H -2.035 -1.536 -2.288 0.68
H -0.363 -1.973 -2.582 0.04
H -2.185 -3.662 -0.717 0.40
H -0.676 -4.114 -1.575 -0.06
H -3.160 -3.385 -3.207 0.57
H -2.713 -5.034 -2.616 0.18
H -0.972 -5.324 -4.071 0.54
H -0.333 -3.723 -3.740 -0.16
H -2.270 -4.482 -5.968 0.34
H -2.316 -2.878 -5.242 0.34
H -0.716 -3.038 -7.241 0.46
H -0.131 -2.253 -5.784 0.11
H 0.677 -5.078 -5.583 0.21
H 1.029 -4.548 -7.225 0.43
H 2.119 -2.425 -6.131 0.33
H 2.963 -3.998 -6.071 0.38
H 2.125 -3.385 -4.632 0.12
C -4.046 3.004 -3.995 -0.61
O -2.781 3.632 -4.134 -0.40
P -1.981 3.380 -5.586 1.31
O -3.113 3.634 -6.538 -0.73
O -1.737 1.809 -5.266 -0.30
C -0.985 1.464 -4.065 -0.65
O -0.700 3.433 -6.662 -0.45
C -0.874 2.739 -7.888 -0.57
H -4.242 2.910 -2.926 0.25
H -4.821 3.623 -4.445 0.25
H -4.054 2.011 -4.443 0.27
H -1.663 0.993 -3.353 0.05
H -0.535 2.336 -3.596 0.38
H -0.201 0.761 -4.327 0.40
H -1.424 3.360 -8.595 0.24
H -1.392 1.791 -7.742 0.27
H 0.120 2.542 -8.291 0.24
C 2.450 0.589 8.091 -0.60
O 3.737 1.134 7.807 -0.44
P 4.376 0.771 6.304 0.96
O 3.180 1.040 5.448 -0.41
O 4.555 -0.816 6.694 -0.31
C 5.374 -1.144 7.821 -0.75
O 5.556 0.684 5.135 -0.48
C 5.224 -0.073 3.965 -0.50
H 2.348 0.554 9.176 0.23
H 1.676 1.237 7.683 0.24
H 2.340 -0.419 7.693 0.33
H 4.740 -1.535 8.619 0.24
H 5.922 -0.280 8.200 0.36
H 6.086 -1.913 7.523 0.26
H 4.647 0.542 3.280 0.20
H 4.669 -0.975 4.213 0.29
H 6.156 -0.354 3.477 0.38
C 3.346 7.377 3.834 -0.59
O 2.349 8.225 4.403 -0.44
P 0.862 8.248 3.629 1.08
O 0.658 6.781 3.435 -0.43
O 1.525 8.995 2.321 -0.34
C 2.152 10.268 2.517 -0.71
O -0.656 8.804 3.204 -0.46
C -1.240 8.224 2.037 -0.54
H 4.315 7.755 4.162 0.24
H 3.219 6.360 4.201 0.22
H 3.312 7.388 2.745 0.33
H 3.228 10.159 2.374 0.23
H 1.970 10.669 3.514 0.35
H 1.763 10.966 1.777 0.26
H -1.714 7.277 2.289 0.23
H -0.503 8.076 1.250 0.29
H -2.004 8.917 1.683 0.24
C -6.299 -5.155 -1.757 -0.40
O -6.447 -3.915 -1.070 -0.41
P -5.845 -3.853 0.491 1.30
O -4.516 -4.500 0.276 -0.58
O -7.006 -4.898 1.011 -0.34
C -8.377 -4.518 0.847 -0.73
O -5.635 -3.278 2.045 -0.46
C -5.021 -4.167 2.975 -0.56
H -7.054 -5.179 -2.543 0.26
H -5.311 -5.210 -2.213 0.02
H -6.452 -6.006 -1.094 0.33
H -8.837 -5.163 0.097 0.24
H -8.483 -3.480 0.529 0.36
H -8.892 -4.652 1.797 0.25
H -3.938 -4.126 2.869 0.22
H -5.372 -5.190 2.844 0.29
H -5.291 -3.823 3.973 0.25
```

No. 2
Below is a molecular structure, C34H72AsF6N10O2 at a distorted geometry, with properties calculated with ωB97M-V/def2-TZVPD.

Values from the calculation:
Net charge   +5
Frontier orbital gap   10.242 eV
Calculated total energy   -4870.1306 hartree
Energy above the lowest of the compared OMol25 structures with the same formula, charge and spin   0.1020 eV

```
125
Properties=species:S:1:pos:R:3:mulliken_charge:R:1
As 0.264 0.157 -0.542 2.30
F 0.874 1.657 0.041 -0.52
F -1.266 0.861 -0.983 -0.58
F -0.316 -1.419 -1.087 -0.27
F 1.773 -0.593 -0.097 -0.53
F -0.413 -0.254 1.014 -0.58
F 0.880 0.425 -2.134 -0.49
C 2.823 -1.537 -3.574 -1.33
C 1.608 -2.356 -3.977 0.00
N 1.492 -3.758 -3.543 0.31
C 2.545 -4.630 -3.372 -0.35
C 2.016 -5.817 -2.989 -0.64
N 0.654 -5.657 -2.947 0.18
C 0.363 -4.397 -3.281 -0.06
C -0.323 -6.691 -2.616 -0.84
H 3.765 -2.080 -3.642 0.50
H 2.787 -1.234 -2.524 0.12
H 2.803 -0.640 -4.184 0.43
H 1.621 -2.432 -5.068 0.33
H 0.709 -1.785 -3.754 0.03
H 3.550 -4.258 -3.450 0.42
H 2.448 -6.764 -2.712 0.52
H -0.651 -4.046 -3.353 0.33
H -1.268 -6.426 -3.093 0.36
H -0.569 -6.768 -1.559 0.26
H 0.011 -7.636 -3.033 0.39
C -2.369 -0.214 -3.608 -1.02
C -2.884 -1.503 -2.975 -0.03
N -3.567 -1.333 -1.682 0.26
C -4.661 -0.547 -1.445 -0.58
C -4.977 -0.661 -0.132 -0.50
N -3.993 -1.440 0.428 0.28
C -3.202 -1.906 -0.533 -0.38
C -3.960 -1.834 1.838 -0.82
H -1.485 0.254 -3.176 -0.01
H -3.187 0.511 -3.628 0.33
H -2.138 -0.396 -4.659 0.53
H -2.091 -2.230 -2.837 -0.22
H -3.639 -1.887 -3.663 0.48
H -5.114 0.041 -2.224 0.60
H -5.726 -0.132 0.432 0.49
H -2.455 -2.658 -0.362 0.53
H -2.940 -1.718 2.211 0.29
H -4.273 -2.868 1.946 0.35
H -4.553 -1.129 2.412 0.31
C -3.260 3.176 2.187 -0.81
C -2.194 2.273 2.798 -0.23
N -2.165 2.488 4.244 0.30
C -1.843 3.672 4.873 -0.20
C -2.007 3.496 6.203 -0.62
N -2.456 2.209 6.383 0.09
C -2.501 1.618 5.199 -0.04
C -2.661 1.560 7.676 -0.81
H -4.264 2.827 2.430 0.41
H -3.192 3.293 1.106 -0.13
H -3.190 4.213 2.525 0.45
H -1.233 2.554 2.366 0.28
H -2.419 1.238 2.557 0.04
H -1.454 4.553 4.393 0.44
H -1.776 4.193 6.990 0.46
H -2.787 0.590 5.054 0.38
H -1.754 1.590 8.276 0.37
H -2.896 0.506 7.543 0.29
H -3.473 2.041 8.215 0.35
C 3.636 4.542 -0.127 -0.82
C 4.698 3.914 -1.000 -0.60
N 4.955 2.504 -0.652 0.18
C 4.135 1.426 -0.910 -0.88
C 4.768 0.340 -0.413 -0.51
N 5.952 0.768 0.165 0.11
C 6.025 2.081 0.006 -0.17
C 7.024 -0.084 0.698 -0.80
H 2.623 4.182 -0.315 0.07
H 3.608 5.609 -0.365 0.41
H 3.855 4.476 0.938 0.35
H 5.636 4.459 -0.921 0.36
H 4.418 3.900 -2.053 0.34
H 3.187 1.555 -1.401 0.86
H 4.556 -0.713 -0.402 0.61
H 6.806 2.746 0.340 0.44
H 7.284 0.248 1.698 0.34
H 7.891 0.026 0.048 0.39
H 6.695 -1.116 0.648 0.25
C 2.166 -2.365 2.783 -0.86
N 2.099 -3.748 2.198 0.22
C 1.644 -3.670 0.790 -1.35
C 3.462 -4.370 2.220 -0.75
C 1.115 -4.520 3.054 -0.54
C 0.659 -5.897 2.608 -0.53
O 1.790 -6.740 2.502 -0.50
H 2.369 -2.417 3.848 0.42
H 1.224 -1.858 2.590 0.31
H 2.981 -1.880 2.250 0.34
H 0.676 -3.191 0.657 0.46
H 1.525 -4.683 0.402 0.48
H 2.398 -3.205 0.161 0.31
H 3.851 -4.279 3.232 0.39
H 4.119 -3.873 1.509 0.31
H 3.393 -5.415 1.943 0.34
H 0.228 -3.890 3.147 0.42
H 1.547 -4.577 4.054 0.46
H 0.140 -5.847 1.645 0.26
H -0.004 -6.247 3.403 0.40
H 1.519 -7.628 2.240 0.33
C -2.717 6.162 -1.375 -0.77
N -1.943 5.023 -2.015 0.11
C -1.611 5.482 -3.421 -0.90
C -0.608 4.951 -1.327 -1.09
C -2.648 3.696 -1.970 0.30
C -4.115 3.777 -2.358 -0.68
O -4.309 4.183 -3.686 -0.52
H -3.200 5.798 -0.472 0.27
H -3.443 6.516 -2.101 0.42
H -1.998 6.947 -1.171 0.41
H -1.051 6.411 -3.317 0.43
H -2.534 5.673 -3.955 0.43
H -0.950 4.785 -3.929 0.35
H -0.023 4.202 -1.860 0.45
H -0.795 4.528 -0.338 0.38
H -0.123 5.916 -1.267 0.47
H -2.529 3.429 -0.917 -0.53
H -2.077 2.967 -2.543 0.33
H -4.648 4.416 -1.653 0.42
H -4.549 2.787 -2.167 0.31
H -4.228 3.424 -4.273 0.36
```

No. 3
Below is 5 unconnected molecules or ions with the total composition C34H73N4O3 at a distorted geometry, with properties calculated with ωB97M-V/def2-TZVPD.

Values from the calculation:
Net charge   +3
Frontier orbital gap   4.693 eV
Calculated total energy   -1782.7854 hartree
Energy above the lowest of the compared OMol25 structures with the same formula, charge and spin   0.0000 eV

```
114
Properties=species:S:1:pos:R:3:mulliken_charge:R:1
O -0.640 0.320 0.258 0.80
H -0.412 -0.272 -0.478 -1.73
C 1.038 -3.201 3.754 -1.52
C 0.585 -2.254 2.559 1.30
C 0.110 -3.074 1.373 0.02
C -1.185 -3.837 1.651 -1.26
C -2.213 -2.692 1.801 -0.30
C -1.997 -1.866 3.092 1.01
N -0.550 -1.415 3.158 1.49
O -0.291 -0.534 4.142 -0.41
C -2.348 -2.524 4.490 -1.48
C -2.866 -0.610 2.991 -1.58
C 1.732 -1.289 2.204 -1.59
H 0.314 -3.954 4.064 0.31
H 1.245 -2.591 4.634 0.40
H 1.959 -3.770 3.622 0.41
H 0.871 -3.793 1.068 0.61
H -0.005 -2.339 0.574 -0.71
H -1.178 -4.514 2.504 0.46
H -1.423 -4.435 0.771 0.42
H -3.227 -3.058 1.972 0.55
H -2.254 -2.053 0.919 -0.25
H -2.065 -1.943 5.366 0.37
H -2.010 -3.559 4.538 0.33
H -3.433 -2.632 4.507 0.46
H -2.594 -0.089 2.072 0.08
H -2.810 0.020 3.878 0.50
H -3.908 -0.923 2.922 0.46
H 1.445 -0.628 1.385 -0.08
H 2.622 -1.831 1.887 0.40
H 1.933 -0.699 3.098 0.60
C 2.260 0.753 -1.352 -2.16
C 2.853 -0.451 -2.144 2.31
C 2.359 -0.494 -3.681 -0.84
C 3.180 -1.474 -4.487 -0.80
C 4.592 -0.891 -4.540 -1.13
C 5.225 -0.763 -3.146 0.89
N 4.344 -0.124 -2.147 0.90
O 4.932 0.329 -1.055 -0.29
C 6.476 0.139 -3.341 -1.64
C 5.776 -2.168 -2.739 -1.42
C 2.552 -1.835 -1.529 -1.18
H 1.171 0.785 -1.383 -0.30
H 2.754 1.711 -1.513 0.81
H 2.476 0.703 -0.282 0.72
H 2.537 0.503 -4.089 0.56
H 1.272 -0.535 -3.744 -0.31
H 2.751 -1.422 -5.490 0.46
H 3.129 -2.543 -4.282 0.35
H 4.546 0.093 -5.006 0.48
H 5.157 -1.568 -5.180 0.45
H 6.212 1.189 -3.468 0.44
H 7.093 -0.087 -4.210 0.42
H 7.155 -0.039 -2.508 0.40
H 6.329 -2.037 -1.809 0.46
H 6.525 -2.505 -3.453 0.43
H 4.976 -2.890 -2.581 0.25
H 2.909 -1.943 -0.502 0.29
H 2.995 -2.678 -2.056 0.34
H 1.485 -1.962 -1.344 -0.07
C -5.166 -1.999 0.134 -1.42
C -4.416 -2.159 -1.218 -0.59
C -3.586 -0.935 -1.564 -0.57
N -2.524 -0.973 -2.727 0.38
C -1.408 -1.871 -2.294 -0.43
C -1.989 0.435 -2.892 -0.35
C -3.077 1.168 -3.661 -0.68
C -3.577 0.089 -4.622 -0.80
C -3.148 -1.298 -4.124 -0.57
H -5.008 -2.932 0.676 0.27
H -6.233 -1.960 -0.080 0.49
H -4.818 -1.213 0.801 0.30
H -5.077 -2.223 -2.084 0.63
H -3.893 -3.110 -1.333 0.38
H -3.103 -0.442 -0.717 0.15
H -4.271 -0.106 -1.755 0.38
H -0.597 -1.816 -3.020 0.51
H -1.759 -2.896 -2.420 0.64
H -1.062 -1.669 -1.283 -0.62
H -1.043 0.464 -3.434 0.35
H -1.733 0.839 -1.911 0.21
H -2.588 2.040 -4.093 0.48
H -3.913 1.525 -3.061 0.30
H -3.102 0.339 -5.570 0.38
H -4.649 0.245 -4.735 0.34
H -2.278 -1.558 -4.730 0.35
H -3.746 -2.207 -4.155 0.52
C -0.411 5.826 5.483 -1.51
C -0.487 4.589 4.655 -0.06
C -0.524 4.963 3.140 -1.03
N -0.473 3.836 2.109 0.68
C -1.558 2.856 2.528 -1.15
C -0.777 4.262 0.637 -0.97
C 0.461 3.791 -0.156 0.80
C 1.555 3.749 0.850 -0.76
C 0.921 3.209 2.135 -0.02
H -0.644 5.756 6.544 0.36
H -0.810 6.767 5.102 0.35
H 0.652 6.083 5.493 0.40
H -1.409 4.091 4.958 0.32
H 0.375 4.017 4.997 0.27
H 0.309 5.644 2.964 0.39
H -1.450 5.455 2.843 0.57
H -1.377 2.416 3.509 0.43
H -1.448 1.995 1.866 0.13
H -2.539 3.327 2.551 0.42
H -1.749 4.036 0.202 0.42
H -0.807 5.350 0.714 0.38
H 0.226 2.788 -0.518 -0.77
H 0.751 4.383 -1.023 0.51
H 2.304 3.051 0.476 0.40
H 2.009 4.732 0.974 0.40
H 0.763 2.133 2.042 -0.37
H 1.432 3.366 3.082 0.44
```